This record from the Open Molecules 2025 dataset describes 2 unconnected molecules or ions with the total composition C5H11NO2. The level of theory is the ωB97M-V functional and the def2-TZVPD basis.

```
19
Properties=species:S:1:pos:R:3
O 1.35948 -2.80067 -0.29410
C 0.54721 -2.05483 -0.76510
C -0.48026 -1.37752 0.14373
C -1.46446 -0.51393 -0.57415
C -0.76075 0.70430 -1.27110
C 0.63324 2.22192 0.15526
N -0.42473 1.72121 -0.27169
H 0.33999 -2.00232 -1.85992
H 0.08547 -0.75633 0.86311
H -0.91628 -2.07288 0.85866
H -2.22890 -0.10455 0.08926
H -1.83058 -1.06819 -1.44981
H 0.05600 0.35345 -1.89214
H -1.52067 1.13097 -1.92784
H 1.69073 2.12256 -0.09890
H 0.41344 2.87352 1.01633
H 0.90080 0.91117 2.70985
H 1.77997 -0.08753 2.07591
O 1.82028 0.79963 2.49264
```

Results
gap between HOMO and LUMO (alpha / beta) = 8.64 / 4.82 eV
energy above the lowest of the compared OMol25 structures with the same formula, charge and spin = 3.0013 eV
total charge = +1
spin multiplicity = 2